{
  "formula": "C3H2CsO3",
  "method": "ωB97M-V/def2-TZVPD",
  "e_homo_ev": [-12.8127, -12.8130],
  "gap_ev": [7.84, 7.85],
  "charge": 1,
  "species": ["O", "C", "H", "H", "O", "Cs", "O", "C", "C"],
  "positions_angstrom": [[-0.275, -1.886, -0.402], [-0.003, -2.550, 0.604], [0.342, -3.574, 0.434], [-0.096, -2.081, 1.591], [-0.140, -0.404, -0.335], [-2.692, 0.954, -2.611], [0.315, 2.452, -0.522], [0.917, 3.183, 0.175], [1.633, 3.905, 1.065]],
  "nbo_charge": [-0.171, 0.284, 0.198, 0.194, -0.503, 0.997, -0.391, 0.361, 0.031]
}


{
  "formula": "C22H19N2O11P2Ti",
  "method": "ωB97M-V/def2-TZVPD",
  "e_homo_ev": [-1.8382, -2.5534],
  "spin_multiplicity": 2,
  "gap_ev": [6.23, 6.95],
  "charge": -2,
  "species": ["Ti", "O", "C", "C", "C", "C", "C", "C", "C", "N", "N", "C", "O", "C", "C", "C", "C", "C", "C", "H", "H", "H", "H", "H", "H", "H", "H", "H", "H", "C", "C", "O", "C", "C", "C", "C", "C", "C", "O", "H", "H", "H", "H", "H", "H", "H", "O", "P", "O", "O", "O", "P", "O", "O", "O", "H", "H"],
  "positions_angstrom": [[0.201, 0.242, -1.093], [1.944, -0.205, -2.037], [3.137, -0.699, -1.927], [3.769, -1.298, -3.041], [5.038, -1.825, -2.953], [5.750, -1.781, -1.749], [5.148, -1.196, -0.652], [3.862, -0.658, -0.711], [3.297, -0.022, 0.465], [2.121, 0.468, 0.501], [1.779, 1.069, 1.693], [0.627, 1.676, 1.528], [-0.033, 1.711, 0.448], [0.069, 2.372, 2.729], [-1.195, 2.947, 2.636], [-1.762, 3.585, 3.730], [-1.067, 3.656, 4.931], [0.196, 3.084, 5.027], [0.761, 2.445, 3.933], [3.208, -1.338, -3.968], [5.489, -2.281, -3.828], [6.748, -2.195, -1.678], [5.682, -1.143, 0.294], [3.924, 0.057, 1.357], [-1.710, 2.873, 1.686], [-2.748, 4.027, 3.649], [-1.507, 4.152, 5.789], [0.741, 3.138, 5.963], [1.741, 1.991, 3.991], [-0.477, -3.060, 1.694], [-0.897, -1.936, 0.772], [0.020, -1.281, 0.256], [-2.296, -1.673, 0.557], [-3.279, -2.520, 1.112], [-4.619, -2.301, 0.931], [-5.020, -1.187, 0.164], [-4.103, -0.338, -0.384], [-2.697, -0.534, -0.213], [-1.890, 0.311, -0.722], [0.607, -3.044, 1.764], [-0.807, -4.016, 1.282], [-0.925, -2.924, 2.679], [-2.962, -3.377, 1.693], [-5.358, -2.968, 1.355], [-6.077, -1.008, 0.000], [-4.408, 0.508, -0.987], [-2.601, 2.219, -2.590], [-1.272, 1.950, -3.466], [-1.132, 2.995, -4.492], [-0.129, 1.713, -2.480], [-1.625, 0.512, -4.158], [-0.750, -0.857, -3.993], [0.704, -0.455, -4.570], [-1.390, -1.901, -4.811], [-0.539, -1.114, -2.503], [-2.534, 1.633, -1.808], [1.246, -0.197, -3.796]],
  "mulliken_spin": [0.923, -0.007, 0.015, -0.001, 0.003, -0.002, 0.001, -0.007, 0.026, -0.004, -0.001, 0.006, -0.002, -0.001, 0.002, 0.000, 0.000, 0.000, 0.000, 0.000, 0.000, 0.000, 0.000, 0.001, 0.000, 0.000, 0.000, 0.000, 0.000, 0.003, 0.017, -0.008, 0.017, 0.004, 0.000, 0.004, -0.003, 0.007, 0.004, -0.001, 0.001, 0.001, 0.000, 0.000, 0.001, 0.000, 0.000, 0.002, 0.000, 0.005, 0.002, 0.002, 0.000, -0.001, -0.011, 0.000, -0.001]
}


{
  "formula": "C3HN3O2",
  "method": "ωB97M-V/def2-TZVPD",
  "e_homo_ev": [-10.0457, -10.0489],
  "gap_ev": [6.52, 6.52],
  "charge": 0,
  "species": ["C", "C", "C", "N", "N", "N", "O", "O", "H"],
  "positions_angstrom": [[-0.055, 0.048, 0.979], [0.340, 0.883, 2.645], [0.217, 0.721, -0.171], [-0.930, -0.835, 1.415], [-0.402, 0.047, 3.287], [-1.231, -0.819, 2.598], [1.200, 1.686, 2.641], [0.999, 1.482, -0.673], [-0.512, 0.061, -0.632]],
  "nbo_charge": [0.034, 0.688, 0.299, -0.140, -0.356, 0.042, -0.373, -0.461, 0.267]
}


{
  "formula": "C2H14N2O3",
  "method": "ωB97M-V/def2-TZVPD",
  "e_homo_ev": -8.6279,
  "gap_ev": 8.98,
  "charge": 0,
  "smiles": "CNCN.O.O.O",
  "species": ["C", "N", "C", "N", "H", "H", "H", "H", "H", "H", "H", "H", "O", "H", "H", "O", "H", "H", "O", "H", "H"],
  "positions_angstrom": [[-0.144, 0.952, 1.378], [0.426, 2.274, 1.118], [-0.229, 3.121, 0.136], [0.503, 3.401, -1.080], [0.240, 0.271, 0.626], [0.274, 0.616, 2.338], [-1.207, 0.975, 1.616], [0.747, 2.741, 1.950], [-0.478, 4.076, 0.596], [-1.149, 2.642, -0.191], [1.358, 3.940, -0.971], [0.611, 2.628, -1.726], [0.835, -1.823, -2.767], [0.337, -1.315, -3.419], [0.711, -1.260, -1.981], [-1.963, -3.146, 1.475], [-1.354, -3.223, 0.727], [-1.409, -3.026, 2.250], [0.503, -3.247, 0.002], [1.057, -4.008, 0.201], [0.570, -3.116, -0.956]],
  "nbo_charge": [-0.419, -0.667, -0.057, -0.857, 0.187, 0.199, 0.183, 0.364, 0.175, 0.171, 0.363, 0.357, -0.944, 0.477, 0.471, -0.962, 0.491, 0.463, -0.968, 0.481, 0.492]
}


{
  "formula": "C6H14N2",
  "method": "ωB97M-V/def2-TZVPD",
  "e_homo_ev": -6.8913,
  "gap_ev": 7.91,
  "charge": 0,
  "smiles": "C/C(N)=C/N.C=CC",
  "species": ["C", "C", "N", "C", "N", "H", "H", "H", "H", "H", "H", "H", "H", "C", "C", "C", "H", "H", "H", "H", "H", "H"],
  "positions_angstrom": [[-1.121, 1.497, 0.332], [-1.565, 0.182, -0.139], [-1.671, 0.056, -1.542], [-1.352, -0.914, 0.636], [-1.502, -2.249, 0.222], [0.127, 1.449, 0.177], [-1.123, 1.579, 1.414], [-1.725, 2.317, -0.052], [-1.971, 0.905, -1.990], [-2.238, -0.734, -1.834], [-1.255, -0.787, 1.703], [-1.790, -2.881, 0.954], [-1.622, -2.394, -0.771], [2.437, 0.673, 1.360], [1.615, 0.180, 0.425], [2.015, 0.016, -1.014], [2.226, 0.568, 2.414], [3.303, 1.265, 1.096], [0.896, -0.620, 0.736], [1.112, -0.011, -1.623], [2.536, -0.930, -1.171], [2.667, 0.831, -1.332]],
  "nbo_charge": [-0.648, 0.066, -0.836, -0.091, -0.858, 0.240, 0.221, 0.211, 0.374, 0.361, 0.192, 0.393, 0.381, -0.389, -0.207, -0.658, 0.193, 0.184, 0.218, 0.228, 0.221, 0.205]
}


{
  "formula": "C9H10N2O2",
  "method": "ωB97M-V/def2-TZVPD",
  "e_homo_ev": [-7.9785, -9.7021],
  "gap_ev": [7.34, 8.29],
  "charge": 0,
  "species": ["C", "C", "C", "C", "C", "C", "C", "C", "C", "N", "N", "O", "O", "H", "H", "H", "H", "H", "H", "H", "H", "H", "H"],
  "positions_angstrom": [[-1.637, 1.034, 2.117], [-1.839, -0.355, 2.049], [-0.677, 1.660, 1.306], [-1.074, -1.121, 1.174], [0.137, 0.855, 0.480], [0.016, -0.535, 0.460], [1.320, 1.232, -0.383], [2.014, -0.021, -0.794], [0.883, -1.059, -0.431], [-0.682, -1.623, -2.209], [1.304, -2.527, -0.506], [2.356, -2.796, -1.104], [0.565, -3.359, -0.085], [-2.301, 1.728, 2.586], [-2.650, -0.806, 2.536], [-0.530, 2.729, 1.372], [-1.237, -2.199, 1.176], [1.205, 1.938, -1.211], [1.936, 1.873, 0.149], [2.368, -0.015, -1.780], [2.889, -0.261, -0.174], [-1.285, -2.302, -1.768], [-1.093, -0.718, -2.256]],
  "nbo_charge": [-0.174, -0.220, -0.221, -0.142, 0.071, -0.203, -0.458, -0.438, 0.270, -0.693, 0.510, -0.392, -0.376, 0.216, 0.218, 0.219, 0.237, 0.234, 0.230, 0.244, 0.233, 0.324, 0.312]
}


Energy: -360.80613 -3319.68949 -429.42759 -419.79526 -346.43273 -608.71767 (a.u.)
Energy relative to the best compared isomer or geometry (same formula, charge and spin): 229.9 0.0 141.1 28.0 59.3 153.8 (kcal/mol)